Density functional theory data (ωB97M-V/def2-TZVPD) for a 4-piece molecular cluster, C24H29BN3O9 overall at a distorted geometry.

Last columns: bonded neighbours and bond lengths (Å).
CARTESIAN COORDINATES (ANGSTROEM)
1 C 2.89 1.37 0.41  C2 1.570, H11 1.095, H12 1.094, H13 1.097
2 C 2.06 2.70 0.27  C1 1.570, C3 1.581, H14 1.094, H15 1.096
3 C 0.59 2.27 -0.12  C2 1.581, C4 1.559, H16 1.091, H17 1.097
4 C -0.38 3.48 0.04  C3 1.559, O5 1.393, H18 1.106, H19 1.102
5 O -1.40 3.30 0.96  C4 1.393, B6 1.470
6 B -2.37 2.29 0.51  O5 1.470, O7 1.478, O10 1.495, H20 1.240
7 O -2.69 2.21 -0.93  B6 1.478, C8 1.431
8 C -3.80 1.31 -0.92  O7 1.431, C9 1.598, H21 1.103, H22 1.101
9 C -4.21 1.11 0.62  C8 1.598, O10 1.388, H23 1.097, H24 1.108
10 O -3.71 2.29 1.17  B6 1.495, C9 1.388
11 H 3.13 1.17 1.46  C1 1.095
12 H 3.76 1.39 -0.24  C1 1.094
13 H 2.26 0.53 0.07  C1 1.097
14 H 2.51 3.38 -0.46  C2 1.094
15 H 1.95 3.18 1.25  C2 1.096
16 H 0.53 1.95 -1.16  C3 1.091
17 H 0.35 1.41 0.52  C3 1.097
18 H 0.23 4.33 0.41  C4 1.106
19 H -0.77 3.80 -0.94  C4 1.102
20 H -1.89 1.21 0.90  B6 1.240
21 H -4.62 1.85 -1.43  C8 1.103
22 H -3.44 0.41 -1.44  C8 1.101
23 H -5.27 0.91 0.82  C9 1.097
24 H -3.70 0.18 0.91  C9 1.108
25 C 2.33 -1.64 6.60  C26 1.390, C30 1.390, H34 1.083
26 C 1.78 -0.46 6.11  C25 1.390, C27 1.387, H35 1.082
27 C 1.22 -0.42 4.84  C26 1.387, C28 1.386, H36 1.081
28 C 1.21 -1.58 4.08  C27 1.386, C29 1.386, N31 1.461
29 C 1.75 -2.77 4.55  C28 1.386, C30 1.387, H37 1.081
30 C 2.32 -2.79 5.82  C25 1.390, C29 1.387, H38 1.082
31 N 0.60 -1.55 2.76  C28 1.461, O32 1.202, O33 1.215
32 O 0.15 -0.50 2.37  N31 1.202
33 O 0.57 -2.58 2.12  N31 1.215
34 H 2.76 -1.66 7.59  C25 1.083
35 H 1.79 0.44 6.72  C26 1.082
36 H 0.80 0.50 4.47  C27 1.081
37 H 1.74 -3.66 3.95  C29 1.081
38 H 2.74 -3.71 6.20  C30 1.082
39 C -1.96 -4.74 -1.95  C40 1.390, C44 1.389, H48 1.083
40 C -2.30 -6.09 -1.96  C39 1.390, C41 1.386, H49 1.082
41 C -1.93 -6.91 -0.91  C40 1.386, C42 1.388, H50 1.080
42 C -1.22 -6.36 0.16  C41 1.388, C43 1.387, N45 1.462
43 C -0.88 -5.02 0.18  C42 1.387, C44 1.387, H51 1.081
44 C -1.25 -4.21 -0.88  C39 1.389, C43 1.387, H52 1.082
45 N -0.85 -7.22 1.28  C42 1.462, O46 1.213, O47 1.210
46 O -1.15 -8.39 1.22  N45 1.213
47 O -0.27 -6.71 2.21  N45 1.210
48 H -2.26 -4.10 -2.77  C39 1.083
49 H -2.85 -6.50 -2.80  C40 1.082
50 H -2.19 -7.96 -0.93  C41 1.080
51 H -0.33 -4.59 1.01  C43 1.081
52 H -0.99 -3.16 -0.87  C44 1.082
53 C -0.06 5.03 -5.57  C54 1.390, C58 1.389, H62 1.083
54 C 1.30 5.28 -5.71  C53 1.390, C55 1.387, H63 1.082
55 C 2.22 4.55 -4.97  C54 1.387, C56 1.387, H64 1.080
56 C 1.76 3.57 -4.10  C55 1.387, C57 1.388, N59 1.461
57 C 0.40 3.31 -3.95  C56 1.388, C58 1.387, H65 1.082
58 C -0.51 4.05 -4.69  C53 1.389, C57 1.387, H66 1.081
59 N 2.72 2.78 -3.33  C56 1.461, O60 1.215, O61 1.205
60 O 3.90 3.04 -3.46  N59 1.215
61 O 2.27 1.92 -2.62  N59 1.205
62 H -0.77 5.60 -6.15  C53 1.083
63 H 1.65 6.04 -6.39  C54 1.082
64 H 3.28 4.75 -5.08  C55 1.080
65 H 0.05 2.55 -3.27  C57 1.082
66 H -1.57 3.86 -4.58  C58 1.081

Summary:
spin multiplicity	1
E_tot	-48926.5925	eV
orbital gap	5.165	eV
net charge	-1
energy above the lowest of the compared OMol25 structures with the same formula, charge and spin	0.0	kcal per mole
LUMO energy	1.4	eV